1.
ORCA calculation (ωB97M-V with the def2-TZVPD basis set) on a structure of composition C23H25OTl in a non-equilibrium geometry.

Results
LUMO energy (spin up / spin down), eV: 4.768 / 4.690
HOMO energy (spin up / spin down), eV: -1.0 / 1.9
ΔE to the lowest compared entry with this formula, charge and spin, eV: 0.5238
Multiplicity: 1
Energy, Eh: -1138.80180
Charge: -2

Each line ends with the Löwdin charge.
Geometry (Å):
1 C -0.1040 -1.3762 -4.9118  -0.0827
2 C -0.9431 1.0015 1.6092  -0.2055
3 C 2.4837 0.1953 -1.2527  -0.1999
4 C 2.6338 0.4383 0.1342  -0.2092
5 Tl -0.2765 0.0019 0.0478  1.0059
6 C -0.6528 0.9475 4.2256  -0.3073
7 H -2.3595 -0.7664 -3.8901  0.1131
8 H 1.3616 0.1900 4.1549  0.1061
9 C -0.7320 0.8466 2.8313  -0.1882
10 H -0.0766 2.0481 -4.7504  0.0778
11 C -0.6121 -0.0185 -4.6874  -0.3775
12 C 0.5419 0.5016 4.8179  -0.0829
13 H 2.3472 -2.6638 -0.1931  0.0787
14 C 0.6228 0.4354 6.1922  -0.1575
15 H -0.2970 -2.0302 -4.0439  0.0771
16 H -2.6662 1.7184 4.5072  0.0964
17 H 0.1430 -3.1385 -1.6669  0.0728
18 H -2.6276 0.8844 -1.9911  0.1017
19 C -1.8443 0.2131 -3.9354  -0.1791
20 H -2.0352 -2.5539 -0.1413  0.0830
21 H -2.4927 1.6160 7.0139  0.0802
22 C -0.4653 0.8374 6.9852  -0.1872
23 H 0.9801 -1.3698 -5.1151  0.0746
24 C -1.6458 1.3040 6.3814  -0.1645
25 C -1.6370 0.6548 -2.4302  -0.3461
26 H -0.5893 -1.8214 -5.8012  0.0713
27 H 2.9020 -0.6312 -1.8343  0.0791
28 C -0.5187 -2.1281 1.4742  -0.2546
29 C 1.5586 1.1375 -1.7705  -0.2108
30 H -1.0381 1.5895 -2.4219  0.0894
31 H 1.2620 1.2325 -2.8137  0.0675
32 C 0.1630 -2.7930 -0.6310  -0.2119
33 C 0.0486 1.1208 -5.3321  -0.1083
34 C -1.7490 1.3716 5.0036  -0.0932
35 H 1.5484 0.0683 6.6550  0.0814
36 C 1.3156 -2.5802 0.1618  -0.2102
37 H 1.6254 1.9065 1.4945  0.0828
38 C -0.9873 -2.4947 0.1683  -0.2482
39 H 3.2090 -0.1645 0.8381  0.0824
40 C 1.8378 1.5570 0.4821  -0.2370
41 O -1.0006 -0.4431 -1.8573  -0.3350
42 H 0.3973 2.7889 -0.7532  0.0831
43 C 0.9045 -2.1391 1.4441  -0.2210
44 H -2.4442 0.9738 -4.4847  0.1078
45 C 1.1432 1.9902 -0.6915  -0.2573
46 H -0.3858 0.7900 8.0758  0.0592
47 H 1.5525 -1.7680 2.2407  0.0800
48 H -1.1444 -1.7142 2.2700  0.0818
49 H -0.3799 1.2993 -6.3339  0.0693
50 H 1.1230 0.9347 -5.4745  0.0727

Force components x, y, z for each atom (eV/Å):
0.342 -0.581 0.025
-0.540 1.873 2.878
-0.215 0.335 -0.381
0.156 0.384 -0.083
-0.085 -1.064 -1.764
0.129 -0.516 -2.065
-0.286 0.593 0.074
-0.375 0.093 0.440
-0.946 0.666 -0.236
0.065 -0.200 -0.185
0.416 0.225 0.386
0.778 -0.026 0.910
-0.414 0.060 0.184
0.614 -0.025 -0.409
0.050 0.247 -0.301
0.485 -0.172 0.255
0.029 0.268 0.328
0.114 -0.040 -0.002
-0.803 0.129 0.478
0.472 0.042 0.077
0.405 -0.116 -0.297
-0.195 0.014 0.909
-0.277 -0.065 0.095
-0.200 0.099 -0.041
0.242 -0.790 -1.435
0.046 -0.192 0.048
-0.090 0.298 0.330
0.038 -0.338 -0.279
0.715 0.398 0.434
-0.092 -0.215 0.080
-0.058 -0.145 0.314
-0.215 -0.386 0.502
0.416 0.463 -0.218
-0.817 0.054 0.893
-0.385 0.144 -0.082
-0.205 -0.099 -0.226
0.216 -0.054 -0.418
0.501 -0.835 0.354
-0.187 0.176 -0.243
0.142 -0.103 -0.083
-0.439 0.623 -0.347
0.395 -0.219 0.076
-0.244 -0.284 0.144
-0.115 -0.314 0.300
0.512 -0.171 -0.555
-0.079 0.004 -0.325
-0.216 -0.219 -0.237
0.339 -0.342 -0.238
0.033 0.172 -0.100
-0.172 0.151 0.040


2.
ORCA calculation (ωB97M-V with the def2-TZVPD basis set) on a structure of composition C3H6N2O3 in a non-equilibrium geometry.

Results
LUMO energy, eV: -0.040
HOMO energy, eV: -10.3
ΔE to the lowest compared entry with this formula, charge and spin, eV: 6.0899
Multiplicity: 1
Energy, Eh: -452.97722
Charge: 0

Each line ends with the Löwdin charge.
Geometry (Å):
1 H -0.5767 0.2572 -1.4698  0.2063
2 H -1.9658 -1.3940 -1.0564  0.0409
3 O -1.9718 0.6911 1.0664  0.1655
4 O -2.3236 -1.0126 -0.3148  0.1102
5 C -1.5848 0.0945 0.1523  -0.5480
6 C -0.2281 0.2986 -0.2928  -0.2252
7 O -0.3165 1.8923 -0.4050  -0.1537
8 H 2.0867 1.2945 0.6407  0.1281
9 H 3.1371 -0.1181 0.1979  0.1213
10 C 1.0355 -0.4551 0.1990  -0.4662
11 H -0.2127 1.8843 0.8696  0.2567
12 N 0.8860 -1.6937 0.4136  0.1073
13 N 2.2021 0.3786 0.0587  0.0878
14 H -0.1673 -2.1176 -0.0596  0.1689

Force components x, y, z for each atom (eV/Å):
2.356 -0.933 1.868
1.492 -1.255 -2.985
-2.453 1.826 2.751
-0.784 2.815 3.036
-0.159 -4.513 0.917
-0.881 3.904 -6.846
2.475 -3.010 7.271
0.549 -2.241 -1.655
-1.974 0.908 0.127
-1.309 1.570 -1.778
-0.956 1.190 -5.611
-2.017 -1.799 -1.867
-0.233 -0.389 2.383
3.895 1.927 2.388


3.
ORCA calculation (ωB97M-V with the def2-TZVPD basis set) on a structure of composition C38H43BrN3OTa in a non-equilibrium geometry.

Results
LUMO energy, eV: -6.542
HOMO energy, eV: -13.2
ΔE to the lowest compared entry with this formula, charge and spin, eV: 0.0000
Multiplicity: 1
Energy, Eh: -4343.97243
Charge: +2

Each line ends with the Löwdin charge.
Geometry (Å):
1 H 0.6651 -1.6154 -6.0324  0.0927
2 H -2.6698 -0.0431 1.5287  0.0708
3 N -1.8234 -0.3353 -1.1205  -0.0882
4 H 1.8252 2.9743 -4.8397  0.1331
5 Br -1.4065 5.0128 5.4144  0.8312
6 C -0.8131 -1.7158 -4.4715  -0.2444
7 C 3.0928 -0.4292 -2.9841  -0.0016
8 H -3.7255 1.4460 -2.4059  0.0770
9 H -2.5111 2.2329 -1.4167  0.0692
10 H -4.0312 -0.4088 -2.8376  0.0902
11 H 1.2943 -2.1864 -4.4889  0.0529
12 N 1.4363 0.0545 -1.3082  0.0114
13 C 0.7705 -3.5689 -1.7202  -0.0017
14 C 2.7544 0.6747 -3.7176  0.0551
15 H -1.5714 2.1058 5.8407  0.1214
16 H 3.2429 0.8960 -4.6588  0.1428
17 C -0.9859 1.1217 4.0371  0.0289
18 H -4.2226 -1.2196 0.4438  0.0728
19 H 1.1762 -3.0496 3.5409  0.1177
20 C -4.2609 -0.6850 -0.5065  -0.0286
21 C -2.9472 0.7778 0.8576  -0.0633
22 H 1.9976 -1.5370 3.1550  0.0955
23 C 1.3901 2.7442 -3.8757  0.0154
24 C -1.9253 -0.7914 -2.4888  -0.2489
25 C 0.3522 -2.8822 -0.4605  -0.2519
26 Ta -0.2776 -0.4320 0.1621  1.9551
27 C -4.4568 -1.1271 -5.3151  -0.0254
28 C -0.0573 2.7444 0.8409  -0.0053
29 C 0.4336 -2.2181 -5.1525  -0.0278
30 C 2.7334 -2.7825 0.6821  0.0003
31 C 0.4931 3.5919 -3.2911  -0.0177
32 H -2.3087 1.6358 0.9823  0.0604
33 H -0.7137 4.0040 -1.5482  0.1288
34 C -0.8906 -2.3113 1.3749  -0.3149
35 C 1.1852 1.2338 -1.9793  -0.1564
36 H 0.3458 -1.5092 3.7549  0.0666
37 C -0.0240 3.3085 -2.0113  0.0117
38 H -5.2059 -0.1385 -0.5311  0.1120
39 C -1.2405 2.2342 4.8187  -0.0580
40 H 0.9796 -4.6217 -1.5109  0.1175
41 C -2.1725 -3.2951 -0.6745  0.0117
42 H -2.1997 -2.9830 -1.7189  0.0799
43 H -4.1897 2.1622 -0.8742  0.1027
44 O -0.2565 0.2426 1.9442  -0.2598
45 H -5.2927 -1.4585 -4.6988  0.0878
46 H 2.5832 -1.6275 -1.2942  0.0559
47 H -4.6612 -0.0996 -5.6223  0.0939
48 C -3.1048 -0.7649 -3.2413  -0.0173
49 C 1.2643 -2.4920 0.6120  -0.2531
50 H -3.0805 -2.9591 -0.1785  0.0696
51 C 1.7701 1.5494 -3.2186  -0.1240
52 C -3.4035 1.6048 -1.3855  -0.0084
53 H 2.8253 -3.8074 1.0589  0.1213
54 C 2.3843 -0.7156 -1.8157  -0.1086
55 H 3.2575 -2.7781 -0.2691  0.0725
56 C -0.4158 2.5823 2.2100  -0.1442
57 H -1.8941 -3.3869 2.9138  0.1141
58 H -1.7934 -1.6515 3.2083  0.0677
59 H -0.5163 4.7036 2.6198  0.1247
60 H 0.1912 4.4994 -3.7952  0.1265
61 C -0.7880 -1.2730 -3.1527  -0.0415
62 H -2.0487 -2.0270 -6.1970  0.1333
63 C -2.0108 -1.6834 -5.1692  0.0093
64 H 1.6791 -3.1526 -2.1501  0.0711
65 C -1.0657 3.5261 4.3154  -0.6721
66 C 0.3364 2.1593 -1.3625  -0.2233
67 H -2.9505 -2.2826 2.0401  0.0761
68 H -4.2780 -1.4236 -1.2975  0.0678
69 H 3.8670 -1.1118 -3.3046  0.1319
70 C 0.5088 -2.1975 1.7293  -0.2966
71 H 3.2526 -2.1366 1.3856  0.0962
72 C 1.0389 -2.0523 3.1177  0.0089
73 H -1.1047 0.1310 4.4517  0.1152
74 H -3.9375 1.0879 1.1947  0.1218
75 H 0.1486 -1.3274 -2.6347  0.0571
76 C -3.0948 0.3228 -0.5871  -0.5437
77 H -0.0097 -3.5325 -2.4755  0.0794
78 C -0.9451 -2.8181 0.0324  -0.2692
79 H 0.1991 3.7523 0.5179  0.1533
80 C -0.5665 1.2884 2.7241  -0.2910
81 H -4.4302 -1.7424 -6.2122  0.0849
82 C -3.1561 -1.2033 -4.5620  -0.2344
83 C -0.6475 3.7057 3.0194  -0.0417
84 H -2.1784 -4.3882 -0.6603  0.1160
85 C -1.9430 -2.4059 2.4381  0.0009
86 H 0.3067 -3.2464 -5.4961  0.0958
87 N -0.0284 1.7936 -0.0440  -0.0146

Force components x, y, z for each atom (eV/Å):
-0.016 0.005 0.012
0.096 0.089 -0.021
-0.358 0.544 0.085
-0.001 -0.003 0.014
0.010 -0.057 -0.030
0.098 0.013 0.098
-0.003 0.016 -0.078
0.020 -0.018 -0.055
-0.024 -0.011 0.029
-0.046 0.035 -0.010
0.076 -0.011 0.058
-0.298 0.244 0.100
-0.022 -0.122 -0.099
0.039 -0.049 0.005
0.002 -0.004 -0.006
0.003 -0.008 0.009
0.053 -0.071 0.025
-0.031 0.023 -0.023
0.002 -0.016 0.026
-0.084 -0.046 -0.119
-0.131 -0.212 0.168
0.003 -0.018 -0.044
-0.010 -0.019 0.019
0.166 0.010 -0.183
0.529 0.301 0.012
0.677 -0.788 -1.588
0.002 0.013 0.018
0.071 0.000 -0.106
-0.065 -0.010 0.028
-0.057 -0.247 0.076
0.009 -0.019 -0.015
0.201 0.190 0.058
0.018 0.005 -0.006
0.624 -0.592 0.468
0.039 -0.059 -0.086
0.022 -0.049 0.016
-0.076 0.054 0.029
0.015 0.009 0.011
0.000 -0.003 0.006
-0.003 0.024 0.107
0.047 -0.270 0.105
-0.008 -0.086 0.125
-0.005 -0.019 0.004
-0.398 0.389 1.310
0.005 0.003 -0.001
0.028 0.088 0.022
-0.003 -0.006 -0.003
0.059 -0.002 0.027
0.104 -0.012 -0.652
0.122 -0.046 -0.038
-0.014 0.022 -0.016
0.008 -0.024 0.121
0.047 0.061 0.038
0.051 -0.053 0.066
0.039 -0.072 0.084
-0.024 -0.092 -0.038
0.019 0.005 0.002
-0.016 0.003 0.005
0.010 -0.016 -0.021
-0.003 -0.003 0.011
-0.114 0.174 -0.036
0.011 0.008 0.019
0.011 -0.022 -0.060
-0.021 -0.056 -0.079
-0.032 0.044 0.094
0.014 0.073 -0.088
0.018 -0.053 0.019
-0.045 -0.021 0.085
-0.008 -0.002 -0.011
-0.602 -0.403 0.417
0.043 0.081 -0.065
-0.095 0.315 -0.081
0.000 -0.015 0.006
0.026 0.012 0.002
0.144 0.078 0.047
-0.001 0.089 -0.252
0.009 -0.080 0.019
-0.587 -0.097 0.081
-0.006 -0.004 -0.041
0.262 0.273 -0.049
0.002 0.001 0.003
-0.104 0.033 -0.001
0.030 -0.015 -0.079
0.005 -0.008 0.018
-0.327 0.231 -0.278
-0.006 0.019 0.018
-0.242 0.331 0.132


4.
ORCA calculation (ωB97M-V with the def2-TZVPD basis set) on a structure of composition C13H41Li2N4O13 in a non-equilibrium geometry.

Results
LUMO energy, eV: -4.630
HOMO energy, eV: -8.7
Multiplicity: 1
Energy, Eh: -1731.62646
Charge: +1

Each line ends with the Löwdin charge.
Geometry (Å):
1 H -2.6927 5.3160 6.3074  0.1283
2 H -4.1612 0.7123 -7.4376  0.1251
3 H -1.7931 -0.3749 -7.5588  0.1157
4 H 0.3646 8.1800 -1.0811  0.1151
5 Li 0.4803 1.1216 5.5934  0.8807
6 O -1.8438 8.7544 -2.0208  0.0483
7 H -1.5370 5.6079 -2.0293  0.1208
8 N 6.8697 -2.8725 2.5674  0.1488
9 H -1.2574 5.0277 8.1520  0.1199
10 C 7.9189 -2.1603 2.9293  -0.8001
11 H 1.0576 4.4838 7.6790  0.0946
12 H 0.8504 0.9984 -0.1074  0.0390
13 H 5.9513 -2.4532 2.5395  0.1202
14 H -0.1258 -8.7230 3.4464  0.1133
15 H 0.2758 6.5058 -1.5562  0.1039
16 H 9.6077 -2.6495 3.8664  0.1313
17 C -1.8441 4.6369 6.2245  -0.2787
18 O -7.8791 0.2042 -1.9729  -0.0677
19 N 8.7616 -2.9915 3.4337  0.1608
20 O 0.3950 4.2085 7.0411  -0.0586
21 C -0.5664 -7.7310 3.5452  -0.2170
22 H 6.8097 -4.6186 -6.3723  0.0763
23 H 5.8948 -3.8892 -4.5068  0.1072
24 H -1.4057 -7.9162 2.8748  0.1127
25 H -0.1683 -4.5549 2.9587  0.0719
26 H -0.5381 6.0750 6.8990  0.1229
27 O -7.9149 2.1808 0.2777  -0.0590
28 H -8.2200 1.0998 -2.0315  0.0733
29 O -0.6764 -5.3493 3.1389  -0.0837
30 H 3.2878 -4.3017 -6.0129  0.1202
31 C 3.8695 -3.8424 -5.2137  -0.2339
32 O 5.8919 -4.3758 -6.5145  -0.0815
33 H -0.2960 0.7858 -6.6243  0.0765
34 C -1.3464 7.6480 -1.9816  -0.8149
35 C -3.2241 1.0545 -6.9983  -0.2802
36 H 3.5327 -3.1600 -3.4429  0.0840
37 C 5.2935 -4.4696 -5.2066  -0.2420
38 H -7.6358 3.0828 0.4513  0.0841
39 O 3.3819 -3.9963 -3.8894  -0.0624
40 H 0.8603 -6.2904 4.2458  0.1099
41 H 8.6317 -3.9738 3.2383  0.1145
42 C -6.7890 1.4235 -0.1774  -0.2685
43 H 4.0460 -2.8089 -5.5117  0.1169
44 C -0.6979 5.0446 7.2167  -0.2605
45 C 0.2567 -6.4392 3.3505  -0.2131
46 N -0.1318 7.4297 -1.5402  0.1402
47 H -0.2516 0.9655 1.1752  0.0343
48 H 7.0807 -3.8588 2.5148  0.1044
49 H -3.4873 1.5925 -6.0877  0.1145
50 H -2.7469 6.5375 -2.7068  0.1267
51 O -2.2444 3.3275 6.2955  -0.0499
52 C -7.1639 0.0806 -0.7264  -0.2304
53 O -1.1357 -7.5155 4.8503  -0.0834
54 H -1.1866 -8.3707 5.2835  0.0790
55 O 1.6287 1.1719 1.8728  -0.4970
56 H -2.7160 3.2292 7.1258  0.0985
57 O 7.9265 -0.9735 3.0848  0.0307
58 Li 5.3951 2.5031 2.6793  0.9011
59 H 5.3664 -5.5054 -4.8753  0.1152
60 N -1.8000 6.5268 -2.3557  0.1597
61 H -7.8665 -0.4036 -0.0482  0.1171
62 C -2.2026 0.0260 -6.6316  -0.1992
63 H -1.8159 2.0113 -7.7870  0.0667
64 H -6.1532 1.9202 -0.9103  0.1182
65 H 0.4768 2.4737 0.6805  0.0301
66 H -2.5992 -0.8449 -6.1097  0.1207
67 H -6.2731 -0.5399 -0.8238  0.1204
68 H 0.8571 -6.3718 2.4433  0.1107
69 H -6.1084 1.3696 0.6722  0.1124
70 C 0.6928 1.4247 0.8833  -0.4360
71 O -1.0625 0.7540 -6.0471  -0.0838
72 O -2.7702 2.0390 -7.8884  -0.0561
73 H -1.3845 4.7909 5.2482  0.1206

Force components x, y, z for each atom (eV/Å):
0.083 0.254 0.192
0.124 -0.713 0.188
-0.216 -0.326 -0.277
-0.063 -0.250 -0.195
-0.204 0.373 -0.552
-0.897 0.404 -0.292
0.356 0.559 0.068
-2.696 -1.007 -2.140
0.994 -0.147 0.864
-2.215 0.737 1.391
0.230 -0.085 0.022
0.741 -0.353 -0.370
0.281 -0.471 -0.357
1.267 0.344 0.432
0.038 0.497 0.059
-0.025 -0.299 -0.318
1.995 1.482 -0.580
0.858 -0.263 0.148
4.949 -2.380 1.552
0.530 -0.510 0.345
-0.857 0.562 0.515
0.120 0.000 -0.342
0.023 0.179 0.225
-0.082 1.096 -0.587
0.053 -0.022 -0.023
0.548 0.208 0.440
-0.130 -0.387 -0.804
-0.129 0.083 0.092
-0.121 -0.460 0.698
-0.499 -0.209 0.520
2.298 -0.741 -0.215
-0.370 0.102 0.530
-0.225 -0.466 -0.172
1.499 3.643 1.284
-1.343 0.867 0.812
-0.124 -0.047 0.115
0.152 0.379 -0.658
0.040 0.019 -0.042
-0.561 0.235 -0.449
0.005 -0.012 0.021
0.775 0.303 0.511
1.001 0.555 0.887
-0.367 0.220 0.161
-3.437 0.452 -1.483
-0.778 0.063 -1.428
4.503 0.593 2.138
-0.702 0.014 0.046
-1.497 0.250 -0.257
-0.231 -0.167 0.459
0.053 -0.022 -0.093
-0.180 -1.565 0.364
-1.458 0.370 -0.015
0.175 -0.672 0.082
-0.147 0.031 0.164
0.687 0.280 0.337
-0.218 -0.324 0.084
0.275 3.030 -0.402
-0.378 -0.340 -0.283
-0.676 -0.116 0.113
-5.488 -5.451 -2.972
0.197 -0.181 0.345
1.665 0.480 -1.891
0.217 0.547 -0.121
-0.431 0.491 -0.524
-0.016 0.627 0.122
0.291 0.464 0.824
-0.060 0.048 -0.343
0.492 -0.916 0.115
0.115 -0.736 0.250
-0.192 -0.373 0.827
-1.102 -0.493 0.806
0.819 -0.190 -0.623
-0.331 -0.149 -0.344